The following is a quantum chemistry calculation of the molecule C4H8N2O2 at a distorted geometry, from OMol25.

The SMILES is C/C(CC(=O)O)=N\N. Its largest force on an atom is 3.07 eV/A. As for the HOMO energy (spin up / spin down): -0.283 / -0.283 hartree.

Positions of all 16 atoms, in Å:
C  -1.365  1.548  0.236
C  -0.489  0.405  -0.137
C  0.713  0.475  -0.996
C  1.491  -0.769  -0.036
O  1.714  -1.858  -0.507
O  2.368  -0.249  0.876
N  -0.440  -0.662  0.587
N  -1.186  -1.788  0.340
H  -0.766  2.364  0.645
H  -1.874  1.928  -0.652
H  -2.108  1.231  0.964
H  0.569  -0.085  -1.917
H  1.140  1.471  -1.106
H  2.197  0.691  1.016
H  -0.829  -2.303  -0.462
H  -1.137  -2.398  1.147

The following is a quantum chemistry calculation of the molecule C4H8N2O2 at a distorted geometry, from OMol25.

The SMILES is CN1N=CCC1(O)O. Its largest force on an atom is 5.42 eV/A. As for the HOMO energy: -0.292 hartree.

Positions of all 16 atoms, in Å:
C  1.387  -1.379  0.645
N  0.900  -0.188  0.045
N  1.225  1.074  0.440
C  0.305  1.924  0.278
C  -0.995  1.483  -0.340
C  -0.802  -0.085  -0.518
O  -0.768  -0.534  -1.781
O  -1.598  -0.905  0.257
H  1.494  -1.282  1.833
H  0.717  -2.283  0.532
H  2.376  -1.493  0.136
H  0.547  3.006  0.426
H  -2.020  1.709  -0.049
H  -1.157  1.897  -1.404
H  -0.183  0.130  -2.127
H  -2.023  -1.594  -0.319

The following is a quantum chemistry calculation of the molecule C4H8N2O2 at a distorted geometry, from OMol25.

The SMILES is C/N=C(/N)CC(=O)O. Its largest force on an atom is 5.30 eV/A. As for the HOMO energy: -0.353 hartree.

Positions of all 16 atoms, in Å:
C  2.257  -1.331  -0.400
N  1.874  0.070  -0.180
C  0.801  0.387  0.408
N  0.710  1.746  0.241
C  -0.450  -0.270  1.038
C  -1.520  -0.262  -0.064
O  -2.428  -1.072  0.014
O  -1.555  0.704  -0.975
H  2.320  -1.523  -1.508
H  1.699  -2.150  0.141
H  3.199  -1.699  0.054
H  0.715  2.225  1.086
H  1.404  2.138  -0.648
H  -1.102  0.206  1.764
H  -0.337  -1.363  1.419
H  -0.654  1.258  -0.934

The following is a quantum chemistry calculation of the molecule C4H8N2O2S at a distorted geometry, from OMol25.

Its largest force on an atom is 6.15 eV/A. As for the HOMO energy: -0.290 hartree.

Positions of all 17 atoms, in Å:
C  0.204  -0.629  0.341
C  -1.532  -0.469  0.095
C  2.441  -0.018  0.268
C  0.533  1.556  -0.520
N  -2.094  -1.681  -0.042
N  1.029  0.424  0.189
O  0.478  -1.788  0.578
O  -3.893  0.587  0.047
S  -2.475  0.949  0.192
H  2.852  -0.308  -0.758
H  3.193  0.777  0.710
H  2.574  -0.842  0.980
H  0.287  1.428  -1.613
H  -0.399  1.853  -0.145
H  1.119  2.496  -0.299
H  -1.300  -2.412  0.005
H  -3.016  -1.923  -0.027

Record-wise relative energy (zero: lowest compared OMol25 entry of this formula, charge and spin) values, in kcal/mol: 127.1, 95.1, 75.3, 53.0